This record from the Open Molecules 2025 dataset describes a structure of composition C51H49N2O4P2RbS at a distorted geometry. The level of theory is ωB97M-V/def2-TZVPD.

Geometry as XYZ:
```
110
Properties=species:S:1:pos:R:3:forces:R:3:lowdin_charge:R:1
H 3.3516 -1.4751 5.8022 -1.023 0.014 -0.363 0.12
C 1.3080 -1.0201 6.3654 1.579 -0.811 0.358 -0.11
H 2.5519 -0.8069 1.0816 -0.723 0.764 -0.299 0.08
H 6.8434 -1.6201 1.2540 -0.045 0.174 -0.038 0.10
H -2.6813 1.6812 -6.3488 -1.187 -0.339 0.380 0.12
H 6.7206 5.0514 0.1532 -1.084 -0.642 -0.599 0.12
C 0.6807 -3.3400 1.0898 -0.415 0.351 -1.228 -0.01
H 1.6536 -3.2804 0.6521 0.665 0.261 0.073 0.10
C -3.2085 -3.0285 -3.4978 0.055 1.968 -0.814 -0.17
C -5.3038 0.9857 -4.1910 2.820 -0.246 0.506 -0.04
C -4.4755 -2.3341 -1.4309 0.771 1.302 0.830 -0.08
C -0.8700 -3.5453 2.8788 0.551 0.081 -0.558 -0.05
H 7.2374 3.7125 -1.7341 -0.578 -0.299 -0.451 0.11
H 2.1491 2.1126 3.8118 -0.207 0.571 -0.182 0.12
H 3.2004 2.8359 0.9406 0.274 -0.419 -0.374 0.10
C -1.6103 -3.7597 0.6132 -1.582 -0.472 -0.991 -0.07
C 4.3352 -0.6093 -0.7608 -0.161 0.214 -0.485 -0.39
H -6.3191 0.7482 -4.0981 -1.402 -0.258 -0.255 0.08
H -3.3138 -3.4766 -4.4580 -0.470 -0.898 -0.630 0.11
H 5.9572 -3.7845 0.7697 0.166 -0.342 -0.535 0.10
C -0.2708 4.3608 1.7349 0.231 -0.716 -0.161 -0.05
H -3.6739 -1.6353 -0.9781 -0.759 -0.894 -1.469 0.07
H -5.2322 0.9589 -6.3672 0.309 0.199 0.419 0.10
H -4.7206 -1.5286 -3.4429 -0.528 0.402 -0.367 0.07
C 0.6284 4.9589 2.6239 -0.121 -2.044 -0.762 -0.07
C 5.9646 4.2875 -0.1897 1.119 0.640 1.657 -0.08
H 2.1668 4.5488 4.1176 -0.500 -0.101 -0.707 0.11
H -4.6968 -0.7188 2.6062 0.987 0.190 -0.632 0.12
H -5.7521 0.9138 1.2939 -0.112 0.378 -0.064 0.11
S 0.4274 -1.5820 -4.0623 0.923 0.503 -0.518 0.72
O -3.1805 3.7606 -1.0723 -0.315 0.206 -0.196 0.04
C -3.2229 1.3330 -3.0435 0.572 -0.251 1.279 -0.14
C -2.2282 3.2066 -1.5929 -0.255 -1.858 0.796 -0.64
H -5.2283 -3.2760 -3.3008 -0.653 0.458 0.223 0.11
C -2.8276 -0.6783 1.3052 -2.357 0.224 2.065 -0.10
O -1.1088 3.5865 -1.9296 0.960 0.866 -0.625 -0.15
O -1.0210 1.1058 -2.1358 -0.388 -1.209 0.516 -0.20
C -4.5494 -2.4821 -2.9898 1.748 -1.123 1.773 -0.17
C 3.8104 -1.8581 -1.0810 1.201 -0.297 0.038 -0.11
H -2.7951 -3.7112 -2.8128 0.424 -1.087 0.717 0.10
C -1.8511 -3.8121 1.9415 -0.903 -0.175 2.376 -0.10
H 3.0044 0.6878 1.7237 -0.304 0.509 -0.567 0.09
C 4.2994 2.2086 -0.8346 0.684 -0.673 -0.981 -0.40
H -2.8660 -4.0316 2.2733 0.243 -0.055 0.039 0.12
H 0.6892 6.0132 2.6779 -0.070 0.872 0.388 0.09
C -0.3720 -3.4676 0.1714 1.716 0.024 -0.375 -0.14
P 0.6023 0.3485 2.0051 -0.323 0.267 -0.416 1.08
C 6.0097 -1.6845 0.5599 0.919 0.779 0.224 -0.08
H 1.4932 -1.2576 7.3834 0.149 -0.230 0.783 0.09
C -4.7367 0.6651 1.0189 -1.362 0.989 -0.466 -0.10
H -5.0782 0.9831 -1.9992 0.212 -0.260 -0.927 0.10
C 4.0903 2.9553 0.3082 -2.490 -0.517 0.846 -0.09
H 4.2132 -3.9663 -1.0219 -0.690 -0.294 0.058 0.10
H 5.8150 0.4719 0.3158 0.389 0.150 0.060 0.10
H -2.3338 -1.4346 1.8523 0.678 -0.485 0.418 0.06
Rb 1.0545 2.5852 -3.1866 -0.209 0.091 0.100 0.84
H -2.2934 -1.4951 -4.6841 0.479 -0.644 1.154 0.15
C -4.5572 1.0556 -2.9590 -2.003 0.358 -2.111 -0.02
P 3.3844 0.7828 -1.4788 -0.170 0.085 0.938 1.02
H 1.1596 0.2737 -0.7502 -0.178 -0.216 -0.017 0.05
H -1.1659 0.2240 4.3636 1.655 -0.928 0.392 0.13
C 0.6726 2.1667 2.2617 -1.463 0.410 -0.383 -0.36
H 1.6210 1.8259 -0.2086 -0.056 0.453 -0.108 0.05
C -0.2456 2.9512 1.5100 0.319 0.630 1.298 -0.05
C 5.4052 2.4739 -1.6265 0.283 1.698 1.413 -0.12
C 5.4724 -0.5033 0.0226 -0.570 -0.925 0.455 -0.07
C 4.4602 -2.9994 -0.6245 0.100 -0.611 -0.565 -0.08
C -2.8892 0.8974 -0.5153 -0.461 -0.188 -0.518 -0.14
C 0.9334 -0.2880 3.6530 -0.526 -0.754 3.407 -0.36
H -1.7533 -2.3631 -1.4798 -1.027 0.380 0.604 0.08
C 1.5092 2.7753 3.2085 -0.203 -1.922 -0.633 -0.12
H -4.7273 2.0038 -0.6304 0.236 0.195 0.253 0.11
C -2.3685 1.5176 -1.7866 0.870 1.091 -0.641 -0.26
C 0.4347 -3.2885 2.4278 -1.094 -0.930 0.258 -0.06
C 1.9845 0.8072 -0.2797 -0.305 -0.223 -0.440 -0.44
C 6.2629 3.5061 -1.2809 0.790 0.418 0.428 -0.09
H -1.0837 -3.5853 3.9287 -0.097 0.085 0.336 0.11
C -0.9039 -2.0716 -3.2760 -1.274 -0.127 -0.100 -0.89
C -2.6275 1.4947 -4.2908 -0.298 0.412 1.076 -0.05
H -1.5989 1.7155 -4.2947 1.061 0.261 -0.142 0.08
C 2.1608 -0.8710 4.1315 -2.191 1.291 -0.934 -0.12
C 5.5701 -2.9453 0.2118 -0.952 1.186 0.539 -0.08
C 2.1907 0.2646 1.1025 1.397 -2.066 1.368 -0.41
H -1.0151 2.4800 0.8752 0.628 0.276 0.228 0.10
H 2.9980 -1.8991 -1.7802 -0.457 -0.368 -0.175 0.08
C 2.3349 -1.1869 5.4423 1.010 -0.043 1.421 -0.10
H -1.2339 -0.3703 0.0551 0.667 -0.201 -0.569 0.05
C -2.2439 -0.0991 0.2371 0.242 1.054 -1.082 -0.11
C 4.8746 3.9921 0.6526 2.193 1.016 -2.345 -0.07
O 0.9312 -3.8801 -1.7743 -0.250 0.376 0.201 0.09
H -5.3306 -1.8402 -0.9862 -0.648 -0.025 -0.259 0.06
H 5.6343 1.9380 -2.4783 0.190 -1.355 -1.678 0.08
C 1.4918 4.1188 3.3449 0.832 2.207 1.308 -0.11
H -1.0397 0.1542 -2.3901 -0.062 0.836 0.239 0.05
C -4.6493 1.0966 -5.4464 -1.905 0.251 0.723 -0.09
C 0.0838 -0.6151 5.9890 -2.355 0.587 -1.844 -0.12
H 4.6617 4.6992 1.3842 -0.530 0.630 1.624 0.09
N -0.8971 -2.4927 -1.9559 0.371 -0.596 0.032 0.11
C -3.3241 1.4736 -5.4591 1.287 -0.425 -1.241 -0.10
H -1.0078 4.9743 1.2224 0.156 -0.170 -0.115 0.11
H -0.7985 -0.6365 6.6226 0.397 0.212 0.356 0.11
C -0.0251 -3.3354 -1.2676 0.779 -0.259 -0.814 -0.40
C -4.1205 -0.2695 1.7641 1.301 -1.745 0.187 -0.07
N -2.1691 -2.0133 -3.7881 0.182 0.555 -0.213 0.02
C -0.1535 -0.2363 4.6596 0.811 0.910 -2.242 -0.07
H 2.9755 -1.0208 3.4876 0.952 -0.021 -1.046 0.08
C -4.1643 1.2518 -0.1021 -0.020 0.217 0.419 -0.05
H 1.2360 -3.1956 3.1086 0.647 0.227 0.694 0.09
H -2.4473 -4.0436 -0.0219 0.293 0.347 -0.314 0.11
H -4.3390 -3.2315 -0.8159 -0.158 -0.364 -0.705 0.06
```
Positions in Å, forces in eV/Å.

Properties
Kohn-Sham gap = 7.41 eV
Net charge = 0
Molar mass = 933.45 u
Calculated total energy = -94920.3120 eV
HOMO = -7.596 eV
2S+1 = 1
Energy above the lowest of the compared OMol25 structures with the same formula, charge and spin = 1.457 eV
Max |F| = 3.529 eV/A


This record from the Open Molecules 2025 dataset describes a structure of composition C51H52IN4O3PbS2Si at a distorted geometry. The level of theory is ωB97M-V/def2-TZVPD.

Geometry as XYZ:
```
115
Properties=species:S:1:pos:R:3:forces:R:3:lowdin_charge:R:1
H -0.6323 -5.6713 1.0798 -0.028 0.052 -0.067 -0.01
C 2.0133 1.3650 -1.8167 0.062 -0.042 0.021 -0.05
C -1.9660 2.9591 -4.4325 0.165 -0.093 -0.095 -0.07
H 3.6233 -2.3176 2.7171 -0.106 0.025 -0.044 0.15
H 0.3607 -2.8328 4.1342 -0.047 0.123 -0.183 0.01
C -4.0192 0.1623 -0.0914 -0.148 0.130 0.113 -0.07
C -0.1214 -3.6911 3.6626 0.103 -0.520 0.326 -0.20
H -3.1468 -4.6487 -1.1053 -0.035 0.039 0.021 0.09
C -1.4902 7.3336 -0.4226 0.077 -0.059 -0.050 -0.09
C -2.1273 5.1673 0.4451 -0.225 0.002 0.177 -0.16
C 4.1883 -0.4521 0.2794 -0.541 -2.912 1.618 -0.22
H -4.3842 0.5044 0.8700 0.085 -0.024 0.035 0.11
C -2.1879 -0.3550 -1.5543 0.138 0.007 -0.152 -0.07
H -5.9756 -0.2006 -0.8697 -0.007 -0.028 -0.038 0.11
H 3.2549 -5.6414 2.9493 0.093 0.023 0.088 0.01
H 2.9381 0.9077 -1.5364 0.063 0.044 0.191 0.08
C -4.5963 -3.2234 0.7116 -0.066 0.337 0.027 -0.04
O 0.7228 -0.9770 3.0235 0.070 0.341 -0.165 -0.76
H -3.0323 7.0566 1.0051 -0.036 -0.118 0.049 0.11
H 0.4030 4.0965 2.1374 0.011 -0.073 -0.024 0.12
H 3.8712 7.6684 2.3275 -0.014 0.065 -0.010 0.08
C -4.4567 -0.7137 -2.3021 -0.044 0.069 -0.119 -0.29
H -4.7256 -2.4539 1.4739 0.039 -0.002 0.014 0.10
C 3.7996 -3.5221 -1.8147 -0.080 -0.058 0.142 -0.12
H -0.3941 -4.4244 4.4365 0.050 -0.079 -0.052 0.03
C -2.6597 0.1202 -0.3392 0.277 -0.251 -0.312 -0.35
H 4.0193 2.9210 0.1691 -0.044 -0.064 0.054 0.11
C 5.4771 -0.6946 0.7259 -0.269 -0.148 -0.017 -0.78
C -0.4030 2.4715 -2.6366 -0.007 0.031 -0.096 -0.12
C -1.0105 3.1095 -0.3111 0.236 0.135 0.113 -0.16
H -3.5803 -4.0225 3.1494 0.003 0.033 -0.035 0.10
N 4.0629 -1.7451 2.0087 -0.712 -0.135 0.161 0.04
H 3.0492 -4.1831 3.9211 -0.073 0.028 0.045 0.02
H -1.6150 8.4088 -0.4533 0.009 -0.001 -0.017 0.10
N 3.2462 -1.1375 1.1559 5.370 -2.160 -2.242 -0.13
H -4.1312 -5.7544 -0.1356 -0.049 0.069 0.068 0.09
C -0.3399 5.3559 -1.1787 0.167 -0.021 -0.185 -0.02
C -5.4227 -1.1511 -3.3731 0.016 -0.038 0.132 -0.05
H -3.2924 2.4436 2.1040 0.128 -0.141 -0.017 0.11
H -1.1209 -0.4200 -1.7424 0.009 0.013 0.097 0.10
C 2.5304 -5.0522 3.5083 -0.161 -0.280 0.029 -0.17
C 2.1424 3.3674 1.1051 -0.136 0.063 0.270 -0.37
C 0.4946 1.9576 -3.5922 0.238 -0.115 -0.131 -0.16
H -2.3902 3.3250 -2.4037 0.088 -0.021 0.096 0.12
C -2.2822 6.5742 0.3894 0.119 0.139 -0.075 -0.04
Si 1.0555 -4.4947 2.4484 0.351 1.232 -0.491 0.40
C 4.3675 -4.7903 -1.7412 0.192 -0.071 -0.202 -0.16
N -1.2343 -2.5399 1.0129 -1.510 -0.773 -0.246 0.14
H -5.4881 -3.8534 0.7053 0.067 -0.088 0.029 0.09
H 3.8710 0.0924 -0.5673 0.309 -0.348 -0.489 0.06
H 0.8586 1.5862 -5.6969 0.085 -0.036 0.101 0.11
H -3.6646 4.8462 1.9518 0.014 0.102 -0.059 0.11
H -2.9275 3.3387 -4.7534 -0.006 -0.023 -0.012 0.10
C -1.6521 2.9555 -3.1039 -0.226 0.134 0.078 -0.02
Pb 0.7699 -1.1056 1.0497 1.512 -1.885 0.266 0.97
C 1.7208 1.4163 -3.1430 -0.010 0.045 0.096 -0.01
H 2.7614 8.1158 1.0205 -0.008 0.026 0.087 0.07
H 0.8652 -6.6020 1.0850 -0.057 0.001 -0.086 0.01
I 7.2137 -0.0031 -0.1245 0.100 0.062 -0.053 0.80
C 3.0633 5.9992 1.2406 0.069 0.101 0.081 -0.28
C 2.4970 -3.8808 0.2500 -0.484 0.127 -0.044 -0.38
H 0.1437 7.3083 -1.8483 0.006 0.013 0.018 0.10
C -4.9113 -0.2409 -1.0737 0.108 0.025 0.009 -0.06
H -2.7046 -1.1217 -3.4820 -0.026 -0.028 0.000 0.12
H -6.4272 -1.2808 -2.9697 -0.005 0.051 -0.001 0.07
H 4.8289 5.2373 0.2783 -0.009 0.035 0.004 0.11
H -2.3754 -5.7715 0.0025 0.039 0.002 0.085 0.07
H 4.4122 -6.6054 -0.5996 -0.007 -0.006 0.003 0.09
H 2.1854 -5.6641 4.3484 0.015 0.059 0.049 0.02
C -1.1573 4.5331 -0.3626 -0.071 0.172 -0.072 -0.13
H 6.1025 -1.9392 2.4893 0.043 0.092 -0.006 0.11
C -3.0839 -0.7601 -2.5329 -0.063 0.014 0.125 -0.03
H -0.2004 -6.6540 2.4889 -0.048 0.011 -0.017 0.03
C -1.0438 2.4678 -5.3849 -0.072 0.052 0.102 -0.09
C 1.1350 1.8837 -0.8377 -0.323 -0.331 0.148 -0.29
H 1.2047 6.4119 2.2381 0.011 0.016 -0.016 0.12
C -3.3581 -4.0757 0.9831 -0.303 -0.353 0.116 -0.56
C 3.0913 -5.1729 0.2727 0.143 0.007 -0.045 -0.09
H -1.2935 2.4740 -6.4384 -0.014 0.011 0.005 0.10
C -3.4876 -4.7578 2.3494 0.153 -0.070 0.231 -0.04
H 5.0729 -5.1313 -2.4898 0.004 0.008 0.010 0.08
H -5.4692 -0.4097 -4.1729 -0.015 -0.051 -0.049 0.08
O -2.1328 0.3951 2.2138 -0.217 0.028 0.005 -0.46
C 0.1968 -6.0026 1.7020 0.083 -0.292 0.324 -0.17
C -1.7651 2.3968 0.5782 0.021 0.216 0.220 -0.27
C 0.1582 1.9750 -4.9673 -0.175 0.035 -0.122 -0.04
H 4.0589 -2.8576 -2.6334 0.007 -0.001 0.001 0.09
C 1.8271 5.6534 1.7764 0.049 -0.071 -0.058 -0.04
H 2.8483 -5.8644 1.0616 -0.043 -0.012 -0.003 0.04
S 1.4967 1.6921 0.9603 1.655 0.724 -0.475 1.04
C -2.7241 3.0340 1.3964 -0.083 0.080 0.166 -0.05
H -1.0369 -3.3339 3.2093 -0.012 0.130 0.094 -0.02
H 0.4419 4.9141 -1.7840 -0.043 -0.120 0.041 0.12
C 3.5518 7.4229 1.3130 -0.027 -0.083 -0.116 -0.06
C 5.3646 -1.5055 1.8360 0.380 -0.220 0.340 -0.15
C -0.0476 2.4657 -1.2475 -0.062 -0.225 0.265 -0.15
C 3.8498 4.9980 0.6768 -0.129 -0.064 -0.011 -0.04
C 2.9007 -3.0870 -0.8611 -0.082 -0.158 -0.168 -0.09
C 3.9958 -5.6068 -0.6859 -0.095 0.141 0.048 -0.13
C 1.3707 4.3455 1.7172 -0.139 0.010 0.083 -0.07
H 4.3953 7.5845 0.6418 0.034 -0.023 0.038 0.07
H -5.1153 -2.1055 -3.8030 0.017 0.043 -0.080 0.08
N 1.5865 -3.4029 1.1703 0.232 -1.373 0.210 -0.18
C -0.4981 6.7108 -1.2134 -0.124 0.055 0.115 -0.07
O 2.8423 0.6048 1.0967 -4.271 7.288 0.438 -0.57
H -2.6158 -5.3739 2.5713 0.021 0.017 -0.042 0.08
H 2.4760 -2.1036 -0.9734 -0.160 0.024 -0.042 0.04
H 2.4298 1.0096 -3.8539 -0.056 0.017 -0.063 0.12
H -4.3728 -5.3968 2.3645 -0.025 0.032 -0.103 0.09
C -3.2400 -5.1246 -0.1274 0.226 -0.044 -0.233 -0.04
C -2.9206 4.3783 1.3180 0.114 -0.149 -0.063 -0.02
C -2.1638 -3.2144 0.9997 0.111 0.172 -0.283 -0.10
S -1.4672 0.6328 0.9183 -2.151 1.138 0.155 0.82
H -4.5216 -2.7246 -0.2527 0.018 0.000 -0.043 0.07
C 3.3954 3.6896 0.6109 0.174 -0.032 -0.156 -0.06
```
Positions in Å, forces in eV/Å.

Properties
Kohn-Sham gap = 5.27 eV
Net charge = -1
Molar mass = 1195.33 u
Calculated total energy = -108725.7258 eV
HOMO = -3.288 eV
2S+1 = 1
Energy above the lowest of the compared OMol25 structures with the same formula, charge and spin = 4.517 eV
Max |F| = 8.459 eV/A


Q: Among the records above, which one has the highest net charge?
A: C51H49N2O4P2RbS


Q: Which of these has the lowest molar mass?
A: C51H49N2O4P2RbS


Q: Which of these has the lowest Kohn-Sham gap?
A: C51H52IN4O3PbS2Si